A:
Density functional theory data (ωB97M-V/def2-TZVPD) for 8 unconnected molecules or ions with the total composition H16O8.

Values from the calculation:
* structure (SMILES): O.O.O.O.O.O.O.O
* E_HOMO: -10.04 eV
* LUMO: -0.0401 Eh

ORCA input file:
```
! RIJCOSX wB97M-V def2-TZVPD def2/J DEFGRID3
* xyz 0 1
O -20.136 23.990 -6.592
H -21.088 23.784 -6.536
H -19.569 25.702 -6.403
H -21.796 21.147 -3.182
O -22.462 22.875 -5.739
H -20.782 21.593 -0.064
H -19.423 26.208 -1.948
O -20.122 24.115 -3.898
H -21.982 22.080 -5.860
H -23.075 22.709 -5.043
H -20.725 23.418 -3.640
H -19.415 25.550 -3.193
H -18.114 25.770 -5.853
O -17.924 22.765 -2.545
O -18.810 26.142 -2.708
O -18.807 26.326 -6.263
H -19.708 23.132 -6.491
H -20.131 24.037 -4.847
H -20.294 21.304 -3.143
O -21.336 22.338 -0.183
H -18.758 23.062 -2.989
H -17.950 21.845 -2.747
H -21.536 22.333 -1.082
O -21.084 21.735 -2.914
*
```



B:
Density functional theory data (ωB97M-V/def2-TZVPD) for 8 unconnected molecules or ions with the total composition H16O8.

Values from the calculation:
* structure (SMILES): O.O.O.O.O.O.O.O
* E_HOMO: -10.56 eV
* LUMO: -0.0004 Eh

ORCA input file:
```
! RIJCOSX wB97M-V def2-TZVPD def2/J DEFGRID3
* xyz 0 1
H 0.050 -3.433 0.640
H -0.766 -0.007 0.225
H -1.108 0.792 -2.090
O 0.494 2.365 1.531
O 1.110 1.980 -1.165
O -2.473 2.652 1.010
H 1.958 -2.310 -0.303
H -1.011 -3.035 -0.167
H 1.978 2.359 -1.362
O -0.436 -0.245 1.045
H -1.411 -0.735 -1.830
O -0.817 -3.119 0.765
H -2.933 3.409 1.304
H 1.022 -0.375 0.095
H -2.955 1.841 1.054
H 1.629 -0.624 -1.277
H 0.989 2.076 -0.209
H 2.580 -3.053 -1.369
H 0.185 1.457 1.636
O 1.836 -0.592 -0.350
O -1.459 0.165 -1.429
H -0.226 2.890 1.674
H -0.411 -1.223 1.127
O 2.174 -3.234 -0.555
*
```



C:
Density functional theory data (ωB97M-V/def2-TZVPD) for 8 unconnected molecules or ions with the total composition H16O8.

Values from the calculation:
* structure (SMILES): O.O.O.O.O.O.O.O
* E_HOMO: -10.23 eV
* LUMO: -0.0137 Eh

ORCA input file:
```
! RIJCOSX wB97M-V def2-TZVPD def2/J DEFGRID3
* xyz 0 1
H 28.989 -24.908 -6.507
H 24.570 -25.311 -7.747
O 23.806 -25.460 -8.342
H 28.719 -25.297 -9.082
O 26.326 -25.047 -7.384
H 29.379 -22.479 -10.707
H 28.671 -23.011 -9.454
H 28.143 -25.198 -10.499
H 26.338 -23.925 -10.584
H 30.355 -25.167 -7.154
H 23.733 -24.649 -8.854
H 28.478 -24.655 -3.000
O 25.569 -23.771 -11.143
H 25.636 -22.843 -11.396
O 28.972 -22.187 -9.887
O 29.578 -25.619 -6.804
O 28.114 -24.771 -9.633
H 28.442 -22.885 -5.213
O 27.849 -23.500 -5.663
H 27.003 -23.032 -5.709
H 26.958 -24.682 -8.012
O 27.768 -25.273 -3.199
H 27.062 -24.727 -3.554
H 26.619 -24.711 -6.525
*
```



Most favorable structure: B. The second most favorable one is 7.0 kcal/mol above it.



A:
Density functional theory data (ωB97M-V/def2-TZVPD) for 4 unconnected molecules or ions with the total composition C4H16O4.

Values from the calculation:
* structure (SMILES): CCCCO.O.O.O
* E_HOMO: -10.56 eV
* LUMO: 0.0161 Eh

ORCA input file:
```
! RIJCOSX wB97M-V def2-TZVPD def2/J DEFGRID3
* xyz 0 1
H 1.767 1.499 1.224
C 0.322 -0.139 1.527
H -0.871 0.973 0.396
H -0.370 -0.774 -1.855
H 2.952 -0.532 -0.620
H -3.653 1.328 1.462
C 1.683 0.389 1.074
H 0.147 -0.394 2.609
H 1.241 1.992 -0.754
H 1.279 -0.625 -0.933
O -2.201 -2.662 0.300
C 2.118 1.421 -1.144
H 1.942 1.396 -2.232
H -1.286 -0.193 -3.044
H 0.152 -1.126 1.006
O -3.582 0.553 0.899
H 2.538 0.156 1.782
H 3.060 1.981 -0.897
H -2.850 -0.004 1.153
C 1.984 0.069 -0.456
O -0.697 0.762 1.319
O -1.185 -0.925 -2.437
H -2.915 -3.030 -0.225
H -1.576 -2.115 -0.156
*
```



B:
Density functional theory data (ωB97M-V/def2-TZVPD) for 5 unconnected molecules or ions with the total composition C4H16O4.

Values from the calculation:
* structure (SMILES): C=CCC.O.O.O.O
* E_HOMO: -9.91 eV
* LUMO: 0.0011 Eh

ORCA input file:
```
! RIJCOSX wB97M-V def2-TZVPD def2/J DEFGRID3
* xyz 0 1
C 1.766 -0.440 -1.628
H -0.314 -0.579 -4.170
C -0.687 -0.850 -3.211
O 2.237 0.451 2.349
O -0.974 2.716 2.364
H -0.622 1.999 2.875
H 1.098 1.469 -1.145
H 2.307 0.687 3.341
H 2.656 1.169 1.796
H -1.203 0.404 -1.542
H -1.179 2.500 1.446
O -0.257 -1.212 2.068
C 0.922 0.550 -1.689
H -1.872 -1.568 2.292
H -0.813 1.349 -2.858
H 1.508 -1.439 -2.042
H 0.227 -0.406 1.888
C -0.416 0.469 -2.363
H -1.857 -1.192 -2.876
H 0.520 -1.777 2.499
H 0.119 -1.442 -2.895
O -2.737 -1.399 2.653
H -3.194 -1.008 1.866
H 2.766 -0.452 -1.020
*
```



Most favorable structure: A. The second most favorable one is 31.2 kcal/mol above it.



A:
Density functional theory data (ωB97M-V/def2-TZVPD) for a molecular structure, C4H12NO3.

Values from the calculation:
* E_HOMO: -3.76 eV
* LUMO: 0.1380 Eh

ORCA input file:
```
! RIJCOSX wB97M-V def2-TZVPD def2/J DEFGRID3
* xyz -1 1
H 1.895 0.194 -1.879
H -1.090 1.654 2.147
C -0.705 0.334 0.403
H 1.816 1.160 -0.327
O 0.141 -3.340 -0.802
H 0.182 -0.292 1.103
C -0.582 1.691 1.146
O -1.056 2.739 0.444
H 0.361 -3.995 -0.132
H 1.724 -0.540 -0.283
H 0.475 1.910 1.464
O -0.460 1.549 -1.735
H -0.167 -2.610 -0.178
H -0.542 2.225 -1.012
N -0.124 -1.321 1.009
H -0.615 -0.471 -1.459
C -0.067 0.363 -1.029
H -0.873 -1.632 1.629
H -1.759 0.067 0.390
C 1.444 0.315 -0.902
*
```



B:
Density functional theory data (ωB97M-V/def2-TZVPD) for 2 unconnected molecules or ions with the total composition C4H12NO3.

Values from the calculation:
* E_HOMO: -3.23 eV
* LUMO: 0.1337 Eh

ORCA input file:
```
! RIJCOSX wB97M-V def2-TZVPD def2/J DEFGRID3
* xyz -1 1
H -2.194 1.222 -1.238
H 0.470 1.388 -0.597
H -1.244 2.169 -0.116
H 1.465 0.474 0.406
O 1.101 -2.632 0.247
H 0.887 1.410 2.138
O -0.774 2.409 1.266
O -1.655 1.901 -0.946
H -1.237 -0.159 0.701
C 0.501 0.362 -0.194
H -0.835 -1.041 -1.365
C 0.236 -0.728 -1.170
H -0.942 1.133 2.797
H 2.023 -1.883 -1.178
C 0.963 -2.035 -1.005
C -0.363 1.272 1.886
H 0.203 -2.870 -1.444
H 0.630 -0.456 -2.264
H 1.118 -2.032 1.010
N -0.353 0.097 1.063
*
```



C:
Density functional theory data (ωB97M-V/def2-TZVPD) for 2 unconnected molecules or ions with the total composition C4H12NO3.

Values from the calculation:
* E_HOMO: -3.29 eV
* LUMO: 0.1305 Eh

ORCA input file:
```
! RIJCOSX wB97M-V def2-TZVPD def2/J DEFGRID3
* xyz -1 1
H -3.333 0.032 0.849
O 2.710 1.072 -1.367
H 0.321 -0.851 -1.342
O -3.847 -0.734 0.498
C -1.245 0.798 0.187
H -1.732 1.790 0.093
H 2.044 1.402 -1.981
H -3.192 -1.317 0.893
O -1.498 0.189 1.409
C 0.327 0.894 0.064
H -1.666 0.183 -0.639
N 0.916 -1.430 0.624
C 2.362 -0.255 -0.966
H 2.686 -0.894 -1.791
H 1.449 -0.923 1.322
H 0.705 1.757 -0.471
H 3.036 -0.421 -0.138
H 0.645 1.023 1.112
H -0.040 -1.358 0.993
C 0.882 -0.444 -0.506
*
```



Most favorable structure: C. The second most favorable one is 48.5 kcal/mol above it.



A:
Density functional theory data (ωB97M-V/def2-TZVPD) for C7H9N in the gas phase.

Values from the calculation:
* structure (SMILES): C1=C[C@@H]2C[C@@H]2C=NC1
* E_HOMO: -7.97 eV
* LUMO: 0.0171 Eh

ORCA input file:
```
! RIJCOSX wB97M-V def2-TZVPD def2/J DEFGRID3
* xyz 0 1
H 0.029 2.667 -0.954
H 0.225 -2.883 0.544
H 0.029 1.139 -2.320
H 0.127 -1.420 -1.796
H 0.974 -2.083 2.112
H 0.648 2.202 0.448
C 0.014 0.629 -1.274
C 0.407 -1.869 1.088
C 1.165 -0.998 0.135
C 0.107 1.799 -0.355
H -2.085 1.256 -0.617
H -0.707 0.566 1.973
C -1.113 0.089 1.023
N -0.807 -1.171 0.643
C -1.134 1.006 -0.274
C 0.669 -0.787 -1.106
H 1.451 -0.141 0.730
*
```



B:
Density functional theory data (ωB97M-V/def2-TZVPD) for C7H9N in the gas phase.

Values from the calculation:
* structure (SMILES): C1=C[C@@H]2[C@@H]3CC[C@@H]1N23
* E_HOMO: -7.95 eV
* LUMO: 0.0394 Eh

ORCA input file:
```
! RIJCOSX wB97M-V def2-TZVPD def2/J DEFGRID3
* xyz 0 1
C -1.265 1.110 0.093
N -0.055 0.468 0.872
C 0.333 1.267 -0.206
C 1.741 0.497 -0.669
C -1.940 -0.290 -0.346
H -2.986 -0.365 -0.672
C -1.158 -1.330 -0.112
H 0.455 2.357 0.030
H 1.789 0.332 -1.594
H -1.204 -2.306 -0.184
H 2.635 0.789 -0.012
C 1.691 -0.955 0.321
H -1.525 2.152 0.650
H 1.765 -0.838 1.372
C 0.114 -0.808 0.144
H 2.220 -1.932 -0.168
H 0.141 -0.402 -0.872
*
```



Most favorable structure: A. The second most favorable one is 53.3 kcal/mol above it.